Computed, not measured: a 8-piece molecular cluster, C24H46F9N7O12S3 overall in a non-equilibrium geometry, with ωB97M-V/def2-TZVPD.

Structure (XYZ):
```
101
Properties=species:S:1:pos:R:3
C 5.23 -10.45 3.22
C 5.99 -11.70 2.95
O 5.68 -12.58 2.15
N 7.33 -11.86 3.64
H 7.21 -11.60 4.61
H 7.68 -12.81 3.69
C 8.34 -10.94 2.97
H 5.32 -10.28 4.29
H 4.20 -10.50 2.89
H 5.71 -9.61 2.71
H 8.36 -11.14 1.90
H 9.27 -11.24 3.44
H 8.07 -9.94 3.32
C 10.73 -9.30 11.12
C 10.19 -10.69 11.20
O 10.01 -11.29 12.24
N 9.60 -11.33 9.94
H 9.84 -10.73 9.15
H 10.08 -12.19 9.68
C 8.10 -11.48 10.00
H 10.23 -8.63 10.42
H 11.80 -9.26 10.91
H 10.67 -8.98 12.16
H 7.79 -12.00 10.90
H 7.80 -12.09 9.14
H 7.62 -10.50 9.96
C 7.03 -7.08 4.59
C 6.96 -6.53 5.97
O 6.67 -5.39 6.25
N 7.26 -7.50 7.06
H 7.59 -8.39 6.68
H 8.02 -7.17 7.65
C 6.01 -7.82 7.84
H 6.76 -8.13 4.50
H 7.96 -6.92 4.04
H 6.29 -6.53 4.00
H 5.43 -6.97 8.19
H 6.22 -8.52 8.65
H 5.40 -8.40 7.14
C 3.30 -1.28 8.24
C 3.98 -2.63 7.87
N 4.68 -3.32 8.95
C 5.97 -3.88 8.86
C 6.24 -4.58 10.05
N 5.09 -4.41 10.83
C 4.19 -3.61 10.17
C 4.97 -4.94 12.16
H 2.42 -1.34 8.88
H 2.98 -0.72 7.36
H 4.09 -0.68 8.72
H 4.67 -2.47 7.04
H 3.19 -3.32 7.56
H 6.54 -3.64 7.97
H 7.04 -5.21 10.38
H 3.25 -3.25 10.55
H 4.61 -4.12 12.79
H 5.82 -5.50 12.54
H 4.17 -5.68 12.24
C 2.54 -9.31 9.39
C 3.72 -10.26 9.70
N 3.60 -10.66 11.11
C 3.51 -9.79 12.20
C 3.40 -10.59 13.35
N 3.42 -11.88 12.89
C 3.51 -11.93 11.51
C 3.45 -13.05 13.70
H 1.59 -9.65 9.80
H 2.43 -9.31 8.30
H 2.72 -8.30 9.77
H 4.65 -9.68 9.65
H 3.87 -11.13 9.07
H 3.73 -8.74 12.10
H 3.41 -10.42 14.42
H 3.42 -12.80 10.88
H 4.46 -13.45 13.58
H 2.72 -13.76 13.32
H 3.28 -12.83 14.76
C 11.27 -9.29 5.32
F 11.11 -7.97 5.34
F 11.29 -9.68 4.03
F 12.42 -9.63 5.88
S 9.80 -10.12 6.31
O 8.62 -9.54 5.76
O 9.87 -11.55 6.06
O 10.01 -9.76 7.71
C 10.49 -4.25 7.57
F 9.45 -3.45 7.73
F 10.58 -4.70 6.30
F 11.61 -3.56 7.88
S 10.32 -5.69 8.84
O 9.37 -6.64 8.22
O 11.67 -6.23 8.97
O 9.86 -5.01 10.04
C 2.86 -5.92 5.89
F 1.88 -5.12 5.58
F 4.03 -5.30 6.20
F 2.56 -6.66 6.94
S 3.17 -7.05 4.34
O 1.79 -7.50 3.93
O 3.91 -6.20 3.39
O 3.98 -8.16 4.89
```

The net charge is +2. The value obtained for the total energy is -4321.04894 hartree. Its orbital gap is 7.0 eV. As for the spin multiplicity: 1. The relative energy (zero: lowest compared OMol25 entry of this formula, charge and spin) comes out at 0.000 eV.

Atomic partial charges in e from the Löwdin method, atoms 1 to 5: atom 1 (C): 0.02, atom 2 (C): -0.36, atom 3 (O): 0.16, atom 4 (N): 0.10, atom 5 (H): 0.15



Computed, not measured: C13H30IrN9O3S as an isolated structure in a non-equilibrium geometry, with ωB97M-V/def2-TZVPD.

Structure (XYZ):
```
57
Properties=species:S:1:pos:R:3
Ir 0.26 0.06 0.06
C 0.93 3.31 2.06
C 0.20 2.21 2.85
N 0.47 0.83 2.40
C -0.20 -0.15 3.28
C -0.16 -1.54 2.69
N -0.62 -1.55 1.27
C -2.08 -1.78 1.03
C -3.04 -0.73 1.58
C -2.78 0.76 1.36
N -1.89 1.13 0.22
C -1.75 2.61 0.15
C -0.55 3.02 -0.69
N 0.67 2.29 -0.29
C 1.55 2.95 0.72
H 1.76 3.69 2.66
H 0.26 4.16 1.95
H -0.88 2.35 2.82
H 0.47 2.29 3.91
H 1.47 0.66 2.43
H -1.22 0.18 3.44
H 0.27 -0.16 4.27
H -0.78 -2.22 3.29
H 0.85 -1.94 2.70
H -0.15 -2.35 0.83
H -2.35 -2.75 1.45
H -2.18 -1.86 -0.06
H -3.17 -0.88 2.65
H -4.01 -1.00 1.14
H -2.32 1.21 2.24
H -3.73 1.27 1.23
H -2.36 0.83 -0.63
H -1.64 2.98 1.17
H -2.65 3.06 -0.25
H -0.41 4.10 -0.60
H -0.74 2.81 -1.74
H 1.25 2.17 -1.12
H 1.93 3.87 0.26
H 2.41 2.30 0.85
C 2.06 -4.13 -4.49
C 1.26 -2.91 -4.36
N 0.77 -2.20 -5.39
N 0.12 -1.20 -4.84
C 0.15 -1.20 -3.48
S -0.56 -0.02 -2.54
N 0.89 -2.32 -3.20
N 1.17 -2.75 -1.90
H 2.18 -4.37 -5.55
H 1.57 -4.98 -3.99
H 3.05 -3.99 -4.05
H -0.34 -0.51 -5.43
H 2.18 -2.67 -1.75
H 0.92 -3.74 -1.84
O 2.16 0.09 -1.15
N 2.94 -0.31 -0.19
O 4.11 -0.41 -0.32
O 2.30 -0.61 0.88
```

The net charge is +3. The value obtained for the total energy is -1733.14851 hartree. Its orbital gap (alpha / beta) is 8.3 / 6.1 eV. As for the spin multiplicity: 6. The relative energy (zero: lowest compared OMol25 entry of this formula, charge and spin) comes out at 0.188 eV. Its expectation value of S² is 8.79.

Atomic partial charges in e from the Löwdin method, atoms 1 to 5: atom 1 (Ir): 1.42, atom 2 (C): -0.13, atom 3 (C): -0.16, atom 4 (N): -0.09, atom 5 (C): -0.16



Computed, not measured: C16H16BBrN5O2S3V as an isolated structure in a non-equilibrium geometry, with ωB97M-V/def2-TZVPD.

Structure (XYZ):
```
45
Properties=species:S:1:pos:R:3
V 0.26 -0.64 -0.85
C 2.59 1.40 2.02
N 1.50 0.59 2.50
C 0.67 0.90 3.55
C -0.11 -0.19 3.77
N 0.24 -1.16 2.86
B -0.29 -2.61 2.89
N -1.20 -2.98 1.66
C -1.57 -4.29 1.44
C -2.41 -4.34 0.39
N -2.57 -3.05 -0.05
C -3.30 -2.61 -1.22
C -1.81 -2.22 0.72
S -1.76 -0.52 0.47
C 1.20 -0.66 2.05
S 1.98 -1.45 0.75
H 2.44 2.43 2.34
H 2.63 1.36 0.94
H 3.54 1.02 2.41
H 0.70 1.85 4.06
H -0.87 -0.37 4.50
H 0.64 -3.37 2.88
H -0.98 -2.71 3.88
H -1.17 -5.08 2.05
H -2.88 -5.18 -0.10
H -3.67 -3.49 -1.75
H -2.64 -2.04 -1.86
H -4.13 -1.97 -0.92
S -0.18 -4.76 -2.91
C 0.00 -3.33 -2.19
N 0.13 -2.29 -1.66
Br 2.56 6.36 -0.86
C 1.65 5.06 -1.94
C 1.36 5.38 -3.26
C 0.73 4.42 -4.04
C 0.39 3.19 -3.51
C 0.68 2.89 -2.18
C 1.32 3.85 -1.38
C 0.33 1.58 -1.60
O -0.13 0.65 -2.33
O 0.55 1.33 -0.38
H 1.62 6.35 -3.66
H 0.50 4.65 -5.07
H -0.10 2.43 -4.11
H 1.55 3.61 -0.36
```

The net charge is -1. The value obtained for the total energy is -5781.25143 hartree. Its orbital gap (alpha / beta) is 5.5 / 4.7 eV. As for the spin multiplicity: 2. The relative energy (zero: lowest compared OMol25 entry of this formula, charge and spin) comes out at 0.618 eV. Its expectation value of S² is 0.77.

Atomic partial charges in e from the Löwdin method, atoms 1 to 5: atom 1 (V): 0.42, atom 2 (C): -0.05, atom 3 (N): -0.11, atom 4 (C): -0.05, atom 5 (C): -0.08



Computed, not measured: C17H14ClNO4S2 as an isolated structure in a non-equilibrium geometry, with ωB97M-V/def2-TZVPD.

Structure (XYZ):
```
39
Properties=species:S:1:pos:R:3
O -1.31 -2.29 -2.03
C -0.73 -2.06 -1.02
N -1.47 -1.78 0.07
H -1.11 -1.66 0.94
C -3.05 -2.02 -0.08
C -3.66 -0.59 0.53
C -3.08 0.57 0.54
C -3.81 1.79 0.72
C -5.05 1.38 1.19
S -5.15 -0.40 1.15
H -5.86 2.14 1.71
H -3.58 2.89 0.73
H -1.98 0.64 -0.14
H -3.46 -2.53 0.77
H -3.37 -2.10 -1.09
C 0.50 -2.01 -0.66
C 1.64 -2.50 -1.56
C 2.75 -2.15 -0.81
C 2.51 -1.51 0.27
C 3.17 -1.03 1.56
H 2.56 -0.97 2.26
H 3.99 -1.54 1.78
S 3.74 0.74 1.00
O 3.96 1.42 2.32
O 4.79 0.65 -0.27
C 2.38 1.34 0.13
C 1.33 1.73 0.91
C 0.23 2.60 0.26
C -0.01 2.31 -0.98
C 1.09 1.70 -1.79
C 2.19 1.33 -1.28
H 2.95 0.74 -1.92
H 0.97 1.71 -2.91
Cl -1.34 2.87 -1.89
H -0.61 2.86 0.88
H 1.50 2.19 2.01
O 1.08 -1.53 0.23
H 3.79 -2.24 -0.95
H 1.48 -2.68 -2.59
```

The value obtained for the total energy is -2268.06686 hartree. Its orbital gap is 8.3 eV. As for the spin multiplicity: 1. The relative energy (zero: lowest compared OMol25 entry of this formula, charge and spin) comes out at 11.511 eV.

Atomic partial charges in e from the Löwdin method, atoms 1 to 5: atom 1 (O): 0.14, atom 2 (C): -0.56, atom 3 (N): 0.13, atom 4 (H): 0.09, atom 5 (C): 0.03